<A>
Computed, not measured: a cluster of 7 separate species, C28H42O21 in total, with ωB97M-V/def2-TZVPD.

ORCA input file:
```
! wB97M-V def2-TZVPD RIJCOSX def2/J DEFGRID3
* xyz 0 1
C -3.530 3.758 1.283
C -2.782 4.909 1.903
C -2.561 4.723 3.370
O -1.173 4.676 3.418
C -0.631 4.868 2.203
O 0.575 4.778 1.950
O -1.551 5.019 1.316
H -2.943 2.857 1.462
H -3.652 3.933 0.214
H -4.438 3.743 1.887
H -3.291 5.842 1.659
H -2.907 3.797 3.830
H -2.956 5.588 3.904
C 2.715 -2.720 2.866
C 2.885 -4.105 2.213
C 4.313 -4.436 1.830
O 4.672 -5.481 2.615
C 3.685 -6.009 3.289
O 3.764 -6.917 4.103
O 2.657 -5.178 3.173
H 3.417 -2.610 3.693
H 1.735 -2.578 3.322
H 2.798 -1.977 2.073
H 2.192 -4.338 1.405
H 4.972 -3.584 1.997
H 4.364 -4.708 0.775
C -1.517 -1.758 -2.809
C -2.780 -1.007 -2.393
C -3.841 -1.074 -3.491
O -5.001 -1.465 -2.713
C -4.614 -1.877 -1.476
O -5.353 -2.420 -0.672
O -3.343 -1.644 -1.256
H -0.937 -1.123 -3.479
H -1.704 -2.788 -3.110
H -0.861 -1.812 -1.940
H -2.553 0.004 -2.053
H -3.689 -1.715 -4.360
H -4.056 -0.039 -3.755
C -1.266 3.182 -3.828
C -1.665 4.623 -4.139
C -1.468 5.598 -2.914
O -0.191 6.111 -3.257
C 0.138 5.882 -4.556
O 0.998 6.425 -5.199
O -0.820 5.150 -5.121
H -1.419 2.838 -2.805
H -0.195 3.048 -3.981
H -1.919 2.488 -4.357
H -2.639 4.770 -4.606
H -1.256 5.127 -1.954
H -2.171 6.420 -2.784
C -0.688 -0.263 1.080
C 0.453 0.412 0.311
C 1.679 -0.456 0.016
O 1.844 -0.284 -1.382
C 0.891 0.537 -1.886
O 0.749 0.816 -3.046
O 0.040 0.871 -0.921
H -1.618 0.282 1.238
H -0.278 -0.651 2.012
H -0.972 -1.108 0.452
H 0.714 1.338 0.823
H 1.451 -1.517 0.116
H 2.568 -0.109 0.542
C -1.713 -2.667 4.212
C -1.663 -2.981 5.707
C -3.017 -2.824 6.400
O -3.235 -4.099 6.968
C -2.275 -4.951 6.670
O -2.226 -6.075 7.103
O -1.390 -4.348 5.837
H -0.658 -2.746 3.949
H -1.965 -1.619 4.048
H -2.452 -3.294 3.714
H -0.931 -2.364 6.229
H -3.801 -2.481 5.724
H -2.783 -2.064 7.146
C 3.502 -0.953 -4.756
C 4.372 -0.204 -3.692
C 5.676 -0.950 -3.327
O 6.611 0.139 -3.260
C 6.159 1.226 -3.960
O 6.690 2.289 -4.124
O 4.895 0.968 -4.358
H 2.489 -0.549 -4.765
H 3.493 -2.012 -4.498
H 3.870 -0.911 -5.781
H 3.718 -0.079 -2.829
H 6.009 -1.656 -4.089
H 5.583 -1.459 -2.368
*
```

HOMO   -10.868 eV
LUMO energy   -0.42 eV

=====

<B>
Computed, not measured: a cluster of 7 separate species, C28H42O21 in total, with ωB97M-V/def2-TZVPD.

ORCA input file:
```
! wB97M-V def2-TZVPD RIJCOSX def2/J DEFGRID3
* xyz 0 1
C 0.537 -3.375 0.048
C 1.947 -3.400 -0.636
C 2.665 -2.096 -0.496
O 3.942 -2.551 -0.182
C 3.967 -3.798 0.282
O 5.007 -4.327 0.789
O 2.785 -4.355 0.009
H 0.594 -2.963 1.056
H 0.066 -4.358 0.040
H -0.217 -2.806 -0.497
H 1.949 -3.604 -1.707
H 2.245 -1.461 0.284
H 2.578 -1.556 -1.439
C -3.141 -5.864 0.778
C -1.985 -4.852 0.572
C -2.113 -3.867 -0.582
O -1.585 -2.691 -0.014
C -1.420 -2.763 1.283
O -1.192 -1.809 1.999
O -1.640 -4.016 1.678
H -2.915 -6.570 1.578
H -3.240 -6.535 -0.075
H -4.083 -5.334 0.919
H -1.104 -5.438 0.311
H -3.127 -3.782 -0.975
H -1.495 -4.178 -1.424
C -1.003 0.795 2.104
C 0.096 0.706 1.063
C 0.387 -0.587 0.365
O 0.537 -0.288 -0.985
C 0.127 0.974 -1.214
O 0.118 1.485 -2.313
O -0.292 1.485 -0.057
H -0.566 0.616 3.086
H -1.741 0.005 1.960
H -1.468 1.781 2.098
H 1.022 1.137 1.444
H -0.447 -1.270 0.525
H 1.338 -0.975 0.730
C -2.334 2.049 -2.899
C -1.946 3.483 -2.643
C -1.593 3.824 -1.195
O -0.271 4.295 -1.332
C 0.046 4.596 -2.616
O 1.122 5.065 -3.004
O -0.835 3.971 -3.400
H -2.710 1.772 -3.884
H -3.233 1.869 -2.310
H -1.617 1.398 -2.399
H -2.753 4.165 -2.912
H -1.607 2.925 -0.579
H -2.294 4.577 -0.836
C 2.824 1.104 -2.184
C 3.805 0.340 -1.302
C 4.786 1.227 -0.532
O 4.536 0.885 0.824
C 3.488 0.046 0.936
O 3.002 -0.370 2.004
O 3.018 -0.220 -0.296
H 3.377 1.660 -2.942
H 2.249 1.763 -1.533
H 2.124 0.437 -2.687
H 4.290 -0.459 -1.862
H 4.595 2.266 -0.802
H 5.807 1.033 -0.859
C 2.629 2.645 2.388
C 1.464 2.916 1.478
C 1.217 4.397 1.236
O 1.519 4.547 -0.135
C 1.902 3.485 -0.690
O 2.177 3.393 -1.851
O 1.819 2.428 0.160
H 3.080 1.659 2.276
H 2.351 2.773 3.434
H 3.481 3.296 2.194
H 0.520 2.482 1.807
H 1.828 5.166 1.706
H 0.175 4.674 1.399
C -4.707 -0.734 2.370
C -3.491 -0.539 1.455
C -3.535 -1.140 0.062
O -3.052 -0.100 -0.812
C -3.056 1.069 -0.122
O -2.728 2.150 -0.613
O -3.506 0.860 1.185
H -4.854 -1.723 2.804
H -5.655 -0.429 1.927
H -4.593 -0.154 3.286
H -2.568 -0.813 1.965
H -4.550 -1.523 -0.045
H -2.875 -2.003 -0.024
*
```

HOMO   -8.731 eV
LUMO energy   -0.21 eV

=====

What are the relative energies? In kcal/mol: <A> 0.0; <B> 347.1.